7 unconnected molecules or ions with the total composition C35H74B2BrF3N4O16PS6 in a non-equilibrium geometry. Source: OMol25; level of theory: the ωB97M-V functional and the def2-TZVPD basis.

HOMO energy (eV): -10.24
Total charge: +1

Structure (XYZ):
```
142
Properties=species:S:1:pos:R:3:forces:R:3
Br 0.955803 -4.174568 3.148392 0.2357 0.8554 -0.2904
S -5.472003 0.508589 -4.780758 -0.0975 -0.1410 -0.1012
S 5.504367 2.310995 5.115302 0.2887 -0.0086 -0.0973
S 7.267682 2.816178 1.534307 0.0547 0.0559 0.0666
S -3.207399 -5.090617 -3.577644 -0.1668 0.0838 0.0309
S -0.636937 -7.879613 -2.417456 0.0259 -0.0592 0.0095
S -7.606898 2.491484 2.228830 -0.0306 -0.0074 0.0854
P 0.517121 -1.447956 -1.230154 -0.4678 -3.5979 -4.1195
F 0.351334 1.406682 -4.732258 0.6705 0.8093 1.1516
F 2.067000 2.300494 -3.577598 -1.2667 -0.5135 -0.2600
F 0.948523 3.488774 -5.031191 0.0246 -1.1909 1.0705
O -0.896453 -2.246110 -1.527480 0.6603 1.7229 0.8613
O -2.336265 -3.764680 1.701134 1.4942 1.7578 -0.2433
O -3.213621 -2.705117 0.000127 0.8002 1.5603 0.0221
O 4.037750 2.625784 5.103824 -0.0249 -0.1895 0.1224
O 0.656700 -0.437505 -2.539448 -0.3857 0.2634 1.8538
O -3.115284 -4.761549 -5.030650 -0.0408 0.0443 0.1322
O -1.232174 -8.589733 -1.251197 0.0964 0.0872 -0.1544
O 0.277687 -3.939805 0.569924 0.0983 1.2435 -0.5357
O 1.550137 -2.504983 -1.467172 0.0155 1.4571 1.2730
O -3.937793 1.038747 -0.127316 1.8844 0.0076 -0.6038
O -6.520719 3.174161 2.989608 0.0115 -0.0867 -0.2405
O -4.405991 1.213845 -3.999502 0.2652 0.0442 -0.1698
O 4.070413 -0.063684 2.710441 -1.1008 -0.0848 -0.4738
O -3.276087 -0.440359 -1.879185 1.0082 1.3198 0.9716
O 8.199478 2.767213 2.694745 -0.0986 -0.0917 -0.1964
O 3.576372 1.307896 -0.904832 -2.5835 -0.5994 0.3898
N -1.435319 0.408610 -0.394690 0.2276 -1.0544 0.1540
N -0.976588 0.827224 1.922414 1.8820 -0.4652 -0.3805
N 2.487992 -1.346588 4.647695 0.6826 0.6100 -0.2538
N 1.466008 0.609427 0.473470 -0.0980 -0.9592 -0.8754
C 0.488599 3.990925 0.997687 0.5346 -0.0831 -0.6189
C -1.113000 2.062200 -2.245154 -0.0002 -0.0206 -0.3420
C 2.823030 0.614646 2.954975 0.8460 0.3150 2.7703
C -2.472295 -2.578968 0.939160 -1.5237 -2.5251 -0.3865
C 0.549515 -0.615489 0.481700 -1.5394 -1.3714 0.8091
C 2.517041 5.363326 -0.460730 -1.3390 -0.1604 1.0338
C -5.976770 1.608770 -6.114215 0.0887 0.1460 -0.0152
C -0.610094 -9.037234 -3.798848 0.0433 -0.0950 -0.0485
C 3.740706 -0.993180 -0.249644 0.2065 -1.3531 0.1924
C 5.697188 0.674946 5.844160 -0.1109 -0.0731 0.1600
C -6.822760 1.283167 1.147891 -0.0431 0.0471 -0.0550
C 6.690103 1.138169 1.233649 0.1114 -0.1740 -0.0057
C -4.522312 -6.306406 -3.381021 -0.0434 -0.0855 -0.0060
C 2.192101 3.984854 -0.753111 -0.5493 -0.0979 0.2884
C -0.711219 1.640070 -0.761929 -1.6951 1.4054 1.1543
C 0.829826 1.713529 -0.402105 -0.8128 2.0265 -2.7804
C 0.790480 5.372575 1.306605 1.0999 -0.2881 -1.1176
C 6.246020 3.210190 6.485513 -0.0988 0.0855 0.1135
C 1.006203 -1.714905 1.509315 0.9792 0.8489 1.6568
C 2.054215 0.008181 4.241856 -0.0093 -0.6810 0.1632
C -1.780315 2.294462 3.745026 -0.3317 0.6778 -0.4378
C 0.679474 -3.208612 1.397811 -0.3245 -1.3182 0.7561
C 1.148864 -7.842816 -2.174140 0.1194 -0.0591 0.0266
C -2.063789 1.689279 2.276463 -2.0698 1.8476 2.1657
C 0.793250 2.501898 -4.052028 -0.1110 1.9795 -0.9601
C 1.817294 6.102231 0.579115 -0.4997 -2.5529 -0.5734
C -4.079761 -3.739311 -2.773147 -0.1084 0.0332 -0.1287
C -0.232318 3.092239 -3.023735 -0.7266 0.2196 -1.0258
C -1.906038 -1.285020 1.524943 -1.2322 -1.0254 1.3235
C -4.654438 -0.702070 -5.834673 0.1351 0.0088 0.0383
C 8.271475 2.933795 0.041867 0.1020 -0.0164 -0.0630
C -1.000145 -0.204679 0.861593 -0.0173 1.7565 -0.3272
C -8.128448 3.607937 0.913642 0.0350 0.0713 -0.0907
C 2.000068 1.165336 1.756258 1.7464 3.4693 1.6784
C 1.146545 3.197464 -0.061934 1.4232 3.5169 1.5009
B -2.868519 0.332707 -0.767350 -2.3006 -0.7209 -1.7812
B 2.808345 0.293278 -0.258089 3.7776 0.1572 -0.9678
H 1.366086 -7.200128 -1.321423 -0.1091 -0.0043 -0.0306
H -2.668963 2.120746 4.411874 1.1245 -0.1121 -0.5122
H 6.099583 1.117068 0.315676 -0.0073 0.0905 0.0200
H 0.176231 3.951491 -2.433790 0.1119 -1.1379 -0.3982
H 7.628929 2.850765 -0.835925 -0.0309 0.0204 0.0488
H 4.700999 -0.749623 0.292647 -1.0848 0.1255 -0.4569
H -8.836311 3.095378 0.261027 0.0043 -0.0216 0.0569
H 2.773535 3.534912 -1.596018 -0.7039 0.2869 1.0076
H -3.869738 1.951338 -0.476164 -0.3431 -0.3908 0.5164
H 1.629032 -7.437013 -3.065630 -0.0579 0.0138 0.0053
H 2.105517 -1.696106 1.764521 -1.0190 -0.0015 -0.7756
H -4.699655 -6.481471 -2.319171 0.0732 0.0107 -0.0164
H 0.634015 -1.023445 -3.320694 0.1770 0.2316 0.2813
H -5.100481 1.944353 -6.670536 0.0193 -0.0523 0.0600
H -6.385534 0.500223 1.766405 -0.0458 0.0749 0.0391
H 2.061677 7.162346 0.801582 -0.2505 -0.9876 -0.1672
H 2.776241 1.918091 1.389361 -1.0865 -0.7797 -0.0383
H 9.021741 2.141951 0.036025 -0.0369 0.0064 0.0801
H -7.570450 0.844769 0.485498 -0.0166 0.0156 0.0501
H -0.941812 3.627261 -3.726920 0.6750 -0.7606 0.6740
H -5.433449 -5.947590 -3.861493 0.0796 0.0718 -0.0304
H 6.197749 4.275446 6.263561 -0.0150 -0.0757 -0.0904
H -4.204999 -7.235923 -3.852501 0.0595 0.0707 0.0146
H -3.073169 0.049420 -2.701666 -0.4729 -0.3731 0.0926
H -1.690224 3.418199 3.692294 0.0052 -1.1338 -0.0286
H 6.757695 0.460258 5.979044 -0.0177 0.0463 -0.0591
H 5.179002 0.631687 6.803782 0.0026 0.0798 -0.0174
H -3.108682 1.265862 2.381435 1.2083 -0.1825 -0.5274
H -7.260237 3.939048 0.341678 0.0259 -0.0434 0.0634
H 5.696090 3.004781 7.405036 -0.0472 -0.0386 -0.0715
H 3.256587 1.562651 3.472251 -1.1329 -0.9055 -1.4068
H -0.819236 1.934358 4.186958 -0.8673 0.0448 -0.1942
H 0.941461 -0.008867 4.133296 0.7278 0.1052 -0.2063
H 5.263537 -0.056531 5.162741 0.0716 0.1218 -0.1009
H -6.665078 1.083213 -6.776767 0.0081 -0.0389 0.0760
H 0.253169 5.897259 2.135456 0.4400 -0.7333 -0.8834
H -2.202075 -4.446586 1.016476 -0.4630 0.0043 0.4416
H -3.449491 -2.850440 -2.812918 0.0035 -0.0576 0.1094
H 1.269083 1.612667 -1.437444 0.0635 -0.3365 1.3742
H -3.862254 -0.219421 -6.408958 -0.0451 0.0636 0.0413
H 2.239383 0.635191 5.160382 -0.0375 -0.2529 -1.2749
H -4.223095 -1.476376 -5.200009 -0.0756 0.0232 0.0188
H 1.269046 1.852933 2.269943 0.3257 -1.0379 -0.9222
H -0.294087 3.516808 1.631280 0.6556 0.3103 -0.6036
H -5.386114 -1.151722 -6.506514 -0.0182 0.0141 0.0659
H -1.510899 -1.557562 2.549845 0.0362 0.2646 -1.2538
H 0.582610 -1.395508 2.507767 0.2956 -0.4936 -1.0167
H 3.375524 -1.959796 0.151389 0.1584 0.5974 -0.3707
H -0.730427 -3.029764 -2.088652 0.3190 0.2395 0.5995
H -1.638019 -9.240416 -4.096988 0.0180 0.0687 0.0741
H 3.303510 5.893698 -1.053291 -0.8028 -0.7522 0.5554
H 8.767513 3.903671 0.036887 -0.0677 -0.0244 0.0783
H -8.614287 4.470592 1.367977 0.0323 -0.0846 0.0669
H -2.878501 -0.789108 1.845772 1.1037 -0.0097 -0.7099
H -4.271343 -3.998189 -1.732744 0.0732 0.0420 -0.0340
H 2.573046 -2.002917 3.870447 -0.3710 0.0542 0.2585
H 1.516808 -8.850016 -1.973432 -0.0873 0.0013 0.0021
H -2.119441 2.576073 -2.191689 0.9345 -0.7450 0.1750
H -0.579302 0.392653 2.753594 -0.2819 0.3876 -0.0049
H -0.071586 -8.591686 -4.636329 -0.0338 0.0420 0.0362
H -5.020194 -3.541022 -3.290939 0.0341 -0.0902 -0.0718
H -1.210510 2.462559 -0.163777 0.8952 -0.6831 -0.3723
H -0.129473 -9.967784 -3.493997 -0.0210 0.0480 0.0748
H -6.039677 1.762637 0.564660 -0.0624 0.0056 0.0651
H 7.288219 2.909140 6.593968 -0.0293 -0.0144 -0.1127
H -2.239350 2.626374 1.668980 0.6241 -1.3613 -0.1308
H 3.736248 1.004444 -1.817006 0.3756 0.1808 0.4183
H 3.445244 -1.255630 5.009150 -0.5602 -0.1719 0.0070
H 7.542708 0.461554 1.149982 0.0496 0.0886 0.0043
H -1.247092 1.182086 -2.930432 0.2194 0.6602 0.8865
H -6.481195 2.469963 -5.677425 0.0188 -0.0831 0.0565
H 3.941627 -1.015812 2.573438 -0.0373 0.2494 0.1350
H 4.077678 -1.224911 -1.303975 -0.5600 0.3022 0.9763
H 6.066340 0.834722 2.072065 0.0240 0.1237 -0.0158
```
Positions in Å, forces in eV/Å.